(1)
The following is a DFT calculation (wB97M-V/def2-TZVPD) of 14 unconnected molecules or ions with the total composition C30H56Cl6N8O23.

Last columns: bonded neighbours and bond lengths (Å).
Positions of all 123 atoms, in Å:
1 C -3.342 -2.636 0.818  C2 1.532, H10 1.090, H11 1.090, H12 1.090
2 C -2.753 -1.293 0.374  C1 1.532, C3 1.526, H13 1.090, H14 1.090
3 C -1.334 -1.206 0.928  C2 1.526, N4 1.556, H15 1.090, H16 1.090
4 N -0.638 0.172 0.736  C3 1.556, C5 1.489, C6 1.552, C9 1.536
5 C -1.433 1.243 1.398  N4 1.489, H17 1.090, H18 1.090, H19 1.090
6 C -0.364 0.331 -0.784  N4 1.552, C7 1.471, H20 1.090, H21 1.090
7 C 0.771 -0.576 -1.013  C6 1.471, C8 1.527, H22 1.090, H23 1.090
8 C 1.582 -0.618 0.280  C7 1.527, C9 1.513, H24 1.090, H25 1.090
9 C 0.767 0.075 1.350  N4 1.536, C8 1.513, H26 1.090, H27 1.090
10 H -3.174 -2.876 1.869  C1 1.090
11 H -2.901 -3.427 0.211  C1 1.090
12 H -4.417 -2.743 0.679  C1 1.090
13 H -3.443 -0.509 0.686  C2 1.090
14 H -2.845 -1.125 -0.699  C2 1.090
15 H -0.778 -2.004 0.435  C3 1.090
16 H -1.294 -1.322 2.011  C3 1.090
17 H -1.121 2.253 1.132  C5 1.090
18 H -1.558 1.041 2.462  C5 1.090
19 H -2.490 1.288 1.134  C5 1.090
20 H -0.047 1.358 -0.966  C6 1.090
21 H -1.301 0.185 -1.322  C6 1.090
22 H 1.338 -0.171 -1.850  C7 1.090
23 H 0.336 -1.538 -1.287  C7 1.090
24 H 2.541 -0.109 0.182  C8 1.090
25 H 1.827 -1.651 0.528  C8 1.090
26 H 1.141 1.097 1.409  C9 1.090
27 H 0.864 -0.316 2.363  C9 1.090
28 Cl 1.654 9.915 -0.499  O29 1.448, O30 1.441, O31 1.411, O32 1.430
29 O 2.163 9.413 -1.759  Cl28 1.448
30 O 0.579 9.137 0.062  Cl28 1.441
31 O 2.705 9.979 0.440  Cl28 1.411
32 O 1.123 11.217 -0.762  Cl28 1.430
33 Cl 1.819 -6.819 4.104  O34 1.409, O35 1.401, O36 1.443, O37 1.447
34 O 2.430 -5.661 4.624  Cl33 1.409
35 O 0.578 -7.073 4.702  Cl33 1.401
36 O 1.785 -6.787 2.662  Cl33 1.443
37 O 2.685 -7.894 4.536  Cl33 1.447
38 C 8.625 3.233 2.901  C39 1.519, H41 1.090, H42 1.090, H43 1.090
39 C 7.334 4.022 2.766  C38 1.519, O40 1.388, H44 1.090, H45 1.090
40 O 7.511 5.382 2.984  C39 1.388
41 H 8.995 3.220 3.926  C38 1.090
42 H 9.357 3.496 2.137  C38 1.090
43 H 8.388 2.196 2.660  C38 1.090
44 H 6.519 3.653 3.388  C39 1.090
45 H 7.008 3.932 1.730  C39 1.090
46 C 1.956 -1.459 -10.208  Cl47 1.790, Cl48 1.788, Cl49 1.778, Cl50 1.789
47 Cl 2.742 -0.105 -11.075  C46 1.790
48 Cl 2.938 -1.901 -8.781  C46 1.788
49 Cl 0.325 -0.955 -9.712  C46 1.778
50 Cl 1.807 -2.802 -11.382  C46 1.789
51 C -4.705 -2.327 8.802  N52 1.451, H55 1.090, H56 1.090, H57 1.090
52 N -4.163 -1.324 7.905  C51 1.451, O53 1.232, O54 1.211
53 O -4.897 -0.708 7.131  N52 1.232
54 O -2.974 -1.097 7.898  N52 1.211
55 H -4.241 -2.133 9.769  C51 1.090
56 H -4.479 -3.315 8.400  C51 1.090
57 H -5.788 -2.242 8.894  C51 1.090
58 C -0.827 -7.973 -3.763  N59 1.495, H62 1.090, H63 1.090, H64 1.090
59 N -0.927 -6.734 -4.594  C58 1.495, O60 1.255, O61 1.233
60 O -0.399 -6.728 -5.732  N59 1.255
61 O -1.550 -5.774 -4.135  N59 1.233
62 H -1.294 -8.704 -4.424  C58 1.090
63 H -1.507 -7.804 -2.929  C58 1.090
64 H 0.185 -8.197 -3.424  C58 1.090
65 C 7.261 -6.882 0.053  N66 1.508, H69 1.090, H70 1.090, H71 1.090
66 N 7.526 -5.421 -0.215  C65 1.508, O67 1.216, O68 1.223
67 O 7.973 -4.683 0.642  N66 1.216
68 O 7.110 -4.996 -1.284  N66 1.223
69 H 6.217 -6.985 -0.245  C65 1.090
70 H 7.342 -7.070 1.123  C65 1.090
71 H 7.953 -7.626 -0.341  C65 1.090
72 C -4.141 4.709 -5.467  N73 1.513, H76 1.090, H77 1.090, H78 1.090
73 N -4.750 4.751 -4.083  C72 1.513, O74 1.243, O75 1.240
74 O -5.468 3.810 -3.703  N73 1.243
75 O -4.365 5.683 -3.361  N73 1.240
76 H -3.146 5.148 -5.390  C72 1.090
77 H -4.666 5.283 -6.230  C72 1.090
78 H -4.104 3.646 -5.705  C72 1.090
79 C 0.572 6.219 7.867  N80 1.456, H83 1.090, H84 1.090, H85 1.090
80 N 1.271 5.327 6.953  C79 1.456, O81 1.213, O82 1.245
81 O 1.352 5.711 5.806  N80 1.213
82 O 1.572 4.193 7.369  N80 1.245
83 H 0.610 7.248 7.510  C79 1.090
84 H 1.179 6.235 8.772  C79 1.090
85 H -0.447 5.937 8.131  C79 1.090
86 C 2.352 6.491 -7.404  N87 1.485, H90 1.090, H91 1.090, H92 1.090
87 N 2.779 5.261 -6.689  C86 1.485, O88 1.222, O89 1.212
88 O 3.937 5.044 -6.365  N87 1.222
89 O 1.915 4.445 -6.457  N87 1.212
90 H 2.810 6.385 -8.388  C86 1.090
91 H 2.658 7.446 -6.978  C86 1.090
92 H 1.267 6.573 -7.464  C86 1.090
93 C -9.621 2.470 1.865  N94 1.503, H97 1.090, H98 1.090, H99 1.090
94 N -10.040 3.873 1.527  C93 1.503, O95 1.228, O96 1.234
95 O -10.320 4.616 2.464  N94 1.228
96 O -10.239 4.175 0.348  N94 1.234
97 H -10.493 1.816 1.835  C93 1.090
98 H -9.159 2.491 2.853  C93 1.090
99 H -9.046 2.320 0.952  C93 1.090
100 C 9.104 1.239 -4.828  C101 1.378, C105 1.380, H106 1.080
101 C 9.940 1.490 -3.762  C100 1.378, C102 1.414, H107 1.080
102 C 11.239 1.979 -4.030  C101 1.414, C103 1.415, H108 1.080
103 C 11.615 2.271 -5.362  C102 1.415, C104 1.372, H109 1.080
104 C 10.723 2.121 -6.394  C103 1.372, C105 1.425, H110 1.080
105 C 9.457 1.522 -6.132  C100 1.380, C104 1.425, H111 1.080
106 H 8.146 0.759 -4.696  C100 1.080
107 H 9.544 1.308 -2.774  C101 1.080
108 H 11.944 2.048 -3.215  C102 1.080
109 H 12.578 2.704 -5.590  C103 1.080
110 H 11.085 2.421 -7.367  C104 1.080
111 H 8.768 1.446 -6.959  C105 1.080
112 C -11.000 -5.482 2.756  C113 1.344, C117 1.413, H118 1.080
113 C -10.465 -6.710 2.865  C112 1.344, C114 1.424, H119 1.080
114 C -10.245 -7.248 4.165  C113 1.424, C115 1.341, H120 1.080
115 C -10.493 -6.580 5.301  C114 1.341, C116 1.388, H121 1.080
116 C -11.003 -5.292 5.212  C115 1.388, C117 1.417, H122 1.080
117 C -11.309 -4.764 3.933  C112 1.413, C116 1.417, H123 1.080
118 H -11.267 -5.023 1.815  C112 1.080
119 H -10.181 -7.315 2.017  C113 1.080
120 H -9.855 -8.249 4.274  C114 1.080
121 H -10.480 -7.064 6.266  C115 1.080
122 H -11.186 -4.657 6.066  C116 1.080
123 H -11.707 -3.765 3.831  C117 1.080

- Spin multiplicity: 1
- Electronic energy: -166125.512 eV
- Net charge: -2
- HOMO-LUMO gap: 1.85 eV
- Energy relative to the best compared isomer or geometry (same formula, charge and spin): 115.6 kcal per mole

=====

(2)
The following is a DFT calculation (wB97M-V/def2-TZVPD) of 3 unconnected molecules or ions with the total composition C30H56N3O14P2.

Last columns: bonded neighbours and bond lengths (Å).
Positions of all 105 atoms, in Å:
1 C -5.083 3.598 5.238  C2 1.523, H38 1.094, H39 1.089, H40 1.092
2 C -4.294 2.474 4.579  C1 1.523, O3 1.409, H41 1.103, H42 1.098
3 O -5.020 1.269 4.629  C2 1.409, C4 1.411
4 C -4.203 0.120 4.567  O3 1.411, C5 1.555, H43 1.098, H44 1.090
5 C -3.800 -0.336 3.136  C4 1.555, C6 1.536, H45 1.095, H46 1.090
6 C -4.376 0.493 1.978  C5 1.536, C7 1.539, H47 1.096, H48 1.092
7 C -3.286 1.173 1.131  C6 1.539, C8 1.565, H49 1.095, H50 1.089
8 C -3.898 1.824 -0.154  C7 1.565, C9 1.491, H51 1.093, H52 1.085
9 C -2.995 1.616 -1.321  C8 1.491, C10 1.363, N26 1.368
10 C -3.338 1.064 -2.520  C9 1.363, P11 1.809, N15 1.392
11 P -4.996 0.517 -2.992  C10 1.809, O12 1.454, O13 1.579, O14 1.613
12 O -5.248 0.554 -4.424  P11 1.454
13 O -5.215 -0.935 -2.411  P11 1.579, H53 0.971
14 O -6.013 1.549 -2.283  P11 1.613, H54 0.969
15 N -2.150 1.028 -3.242  C10 1.392, P16 1.807, C19 1.323
16 P -2.220 0.299 -4.894  N15 1.807, N17 1.705, O18 1.656
17 N -0.789 0.754 -5.701  P16 1.705, H55 1.017, H56 1.020
18 O -2.062 -1.324 -4.605  P16 1.656, H57 0.970
19 C -1.148 1.555 -2.558  N15 1.323, C20 1.481, N26 1.345
20 C 0.238 1.695 -3.064  C19 1.481, C21 1.532, H58 1.092, H59 1.088
21 C 1.032 0.385 -3.070  C20 1.532, O22 1.425, H60 1.098, H61 1.096
22 O 2.252 0.686 -3.742  C21 1.425, C23 1.403
23 C 2.720 -0.391 -4.509  O22 1.403, C24 1.521, O25 1.210
24 C 3.165 -1.618 -3.728  C23 1.521, H62 1.084, H63 1.090, H64 1.091
25 O 2.779 -0.295 -5.714  C23 1.210
26 N -1.661 1.917 -1.369  C9 1.368, C19 1.345, C27 1.478
27 C -0.853 2.525 -0.290  N26 1.478, C28 1.533, H65 1.089, H66 1.090
28 C -1.447 3.791 0.336  C27 1.533, C29 1.567, H67 1.092, H68 1.081
29 C -0.498 4.234 1.502  C28 1.567, C30 1.541, H69 1.089, H70 1.089
30 C -1.343 4.665 2.716  C29 1.541, C31 1.542, H71 1.096, H72 1.096
31 C -0.544 4.901 4.013  C30 1.542, C32 1.536, H73 1.095, H74 1.092
32 C 0.548 3.860 4.301  C31 1.536, C33 1.555, H75 1.094, H76 1.090
33 C -0.002 2.554 4.941  C32 1.555, C34 1.534, H77 1.093, H78 1.094
34 C -0.271 1.431 3.930  C33 1.534, C35 1.526, H79 1.096, H80 1.094
35 C 0.923 1.063 3.054  C34 1.526, O36 1.416, H81 1.100, H82 1.099
36 O 1.016 -0.344 2.925  C35 1.416, C37 1.425
37 C 1.562 -0.729 1.666  O36 1.425, H83 1.098, H84 1.090, H85 1.091
38 H -5.913 3.911 4.599  C1 1.094
39 H -5.518 3.291 6.189  C1 1.089
40 H -4.457 4.484 5.358  C1 1.092
41 H -4.141 2.769 3.527  C2 1.103
42 H -3.312 2.413 5.067  C2 1.098
43 H -3.287 0.307 5.141  C4 1.098
44 H -4.722 -0.691 5.079  C4 1.090
45 H -2.707 -0.332 3.080  C5 1.095
46 H -4.110 -1.374 3.009  C5 1.090
47 H -4.878 -0.200 1.293  C6 1.096
48 H -5.128 1.234 2.254  C6 1.092
49 H -2.629 0.370 0.780  C7 1.095
50 H -2.767 1.896 1.759  C7 1.089
51 H -4.002 2.896 0.034  C8 1.093
52 H -4.893 1.415 -0.291  C8 1.085
53 H -6.029 -1.285 -2.808  O13 0.971
54 H -5.571 2.410 -2.340  O14 0.969
55 H -1.015 0.672 -6.689  N17 1.017
56 H -0.014 0.113 -5.535  N17 1.020
57 H -1.504 -1.478 -3.828  O18 0.970
58 H 0.173 2.051 -4.094  C20 1.092
59 H 0.831 2.439 -2.536  C20 1.088
60 H 1.307 0.068 -2.055  C21 1.098
61 H 0.496 -0.456 -3.524  C21 1.096
62 H 3.803 -2.229 -4.357  C24 1.084
63 H 3.733 -1.265 -2.868  C24 1.090
64 H 2.256 -2.132 -3.412  C24 1.091
65 H 0.097 2.831 -0.727  C27 1.089
66 H -0.587 1.784 0.465  C27 1.090
67 H -1.509 4.609 -0.385  C28 1.092
68 H -2.416 3.652 0.795  C28 1.081
69 H 0.069 3.346 1.777  C29 1.089
70 H 0.143 5.060 1.194  C29 1.089
71 H -1.824 5.617 2.463  C30 1.096
72 H -2.154 3.947 2.888  C30 1.096
73 H -0.053 5.877 3.932  C31 1.095
74 H -1.189 4.950 4.892  C31 1.092
75 H 1.204 4.296 5.061  C32 1.094
76 H 1.192 3.647 3.448  C32 1.090
77 H 0.728 2.240 5.690  C33 1.093
78 H -0.940 2.760 5.465  C33 1.094
79 H -1.128 1.716 3.310  C34 1.096
80 H -0.523 0.533 4.501  C34 1.094
81 H 1.853 1.499 3.449  C35 1.100
82 H 0.817 1.480 2.042  C35 1.099
83 H 0.739 -1.124 1.056  C37 1.098
84 H 2.244 -1.561 1.844  C37 1.090
85 H 2.118 0.070 1.173  C37 1.091
86 C 4.397 -5.772 -0.281  C87 1.508, O91 1.433, H92 1.087, H93 1.092
87 C 5.198 -5.278 -1.459  C86 1.508, O88 1.439, H94 1.088, H95 1.085
88 O 4.585 -4.005 -1.736  C87 1.439, C89 1.353
89 C 3.994 -3.582 -0.595  O88 1.353, O90 1.193, O91 1.349
90 O 3.540 -2.490 -0.437  C89 1.193
91 O 3.982 -4.551 0.344  C86 1.433, C89 1.349
92 H 4.985 -6.380 0.402  C86 1.087
93 H 3.510 -6.334 -0.580  C86 1.092
94 H 6.247 -5.120 -1.217  C87 1.088
95 H 5.132 -5.937 -2.319  C87 1.085
96 C 7.407 -7.469 -4.891  C97 1.510, O101 1.433, H102 1.087, H103 1.091
97 C 8.568 -8.369 -4.540  C96 1.510, O98 1.430, H104 1.091, H105 1.087
98 O 9.061 -7.778 -3.334  C97 1.430, C99 1.350
99 C 8.052 -7.084 -2.764  O98 1.350, O100 1.188, O101 1.363
100 O 8.090 -6.617 -1.673  C99 1.188
101 O 6.986 -6.992 -3.608  C96 1.433, C99 1.363
102 H 6.599 -7.998 -5.391  C96 1.087
103 H 7.706 -6.617 -5.503  C96 1.091
104 H 8.257 -9.393 -4.329  C97 1.091
105 H 9.339 -8.384 -5.306  C97 1.087

- Spin multiplicity: 1
- Electronic energy: -83728.029 eV
- Net charge: +1
- HOMO-LUMO gap: 9.17 eV